1.
Density functional theory data (ωB97M-V/def2-TZVPD) for a structure of composition C16H32AgO8S4 at a distorted geometry.

Properties
* E_LUMO: -2.2 eV
* charge: +1
* gap between HOMO and LUMO: 10.41 eV

The geometry in XYZ format:
```
61
Properties=species:S:1:pos:R:3:forces:R:3
H -2.973452 3.302726 4.491732 -0.388 -0.084 -0.552
C -0.778104 2.229693 6.259086 -0.094 1.178 0.271
O 0.010231 4.675920 -0.758944 -0.500 -0.769 -0.251
C -0.428145 -1.971958 -3.451048 -1.405 -1.388 0.155
C 4.224449 -3.109678 1.266411 0.003 -0.494 -1.073
C 1.326035 2.810537 -2.222657 -1.430 0.250 0.634
C 0.797742 2.073356 -3.481393 1.077 0.331 0.061
H 1.248332 -4.084178 -0.094215 -0.172 0.016 0.216
H -2.851589 -0.487482 -3.069656 0.016 0.183 -0.385
O -0.754472 2.306951 -0.513795 0.016 0.190 -0.405
O 2.046491 -1.836014 -1.159492 0.049 0.354 0.283
C -2.860677 -2.489536 -2.425416 0.262 -1.685 -0.051
H -2.116323 0.706401 5.757256 -0.359 -0.065 0.299
H -2.182577 3.667941 -2.723008 -0.002 -0.096 -0.005
S -0.229944 3.378474 -1.350922 1.696 0.734 0.003
H 0.122758 -2.850414 -3.777340 0.498 0.334 -0.073
S 2.032123 -1.931495 0.285522 0.029 -0.097 0.581
C 3.358671 -4.150102 0.471072 -0.657 1.232 1.568
H -0.449906 1.682905 7.141443 0.130 -0.077 -0.099
H -2.930818 1.544069 3.785251 -0.966 0.306 0.195
H 5.193654 -3.344799 0.823672 0.413 0.870 0.594
H 3.551225 -1.073142 1.872530 0.012 -0.068 0.079
C -2.194761 1.792902 5.870656 0.700 -1.167 -1.087
O -0.744766 -3.915605 -1.551193 -0.151 0.140 0.282
H -2.911136 2.010284 6.655273 -0.217 0.194 -0.213
C -1.639296 -1.715181 -4.408332 1.146 0.766 0.983
H -3.581224 -2.444451 -1.610488 0.183 0.661 0.104
O -0.623221 1.501905 2.619475 -0.448 -0.200 -0.221
H -1.756026 -2.551681 -5.089155 -0.109 0.193 -0.229
H 1.517152 -3.841621 1.665830 0.101 0.105 0.072
O 1.104567 -1.118772 1.071555 0.278 -0.251 -0.387
O -0.952153 -1.498145 -0.889343 -0.349 -0.363 0.275
C 0.140137 2.036301 5.064595 -0.587 -0.616 -0.309
C -2.861350 -1.465783 -3.555444 -1.030 -0.520 1.274
H -1.042197 2.152018 -4.593706 -0.226 -0.287 0.057
H -1.057244 1.265422 -3.002584 -0.819 0.266 -0.138
H 4.237440 -3.273273 2.339551 -0.025 -0.325 -0.010
S -0.882884 2.533392 3.611944 0.165 0.355 1.311
H -0.611782 4.323298 -3.308857 -0.353 -0.002 -0.475
H -2.997487 -3.512411 -2.802125 -0.046 0.157 -0.315
H -3.814359 -1.615900 -4.062969 0.138 0.395 -0.318
C -1.127266 3.460797 -2.879396 0.124 -0.126 0.481
H 4.299137 -1.139763 0.269828 -0.157 0.016 -0.126
C 1.918778 -3.681508 0.667836 -0.268 -0.079 -0.836
H 3.490549 -5.132328 0.913763 0.151 -0.193 -0.426
C -2.540881 2.310847 4.446866 1.980 -0.218 0.419
S -1.170081 -2.575076 -1.844748 0.572 1.636 -1.460
Ag -0.890110 0.253985 0.611964 0.282 0.058 0.195
H 1.176861 1.053058 -3.488064 -0.174 -0.082 -0.093
C -0.729307 2.150880 -3.552826 0.330 -0.056 0.186
H 1.135037 2.472581 5.083531 -0.243 0.556 -0.047
H 3.619706 -4.066905 -0.579911 0.060 -0.439 -0.058
O -0.761038 3.913465 3.224636 0.211 -0.325 0.143
H -0.807147 3.286170 6.543562 0.148 0.012 -0.004
H 0.164180 -1.076063 -3.323907 0.239 -0.178 0.461
C 3.686070 -1.684122 0.985733 0.260 -0.520 -0.401
H 1.849321 2.276282 -1.431634 0.102 -0.482 -0.374
H -1.380643 -0.763627 -4.872197 -0.220 -0.373 -0.834
H 0.297233 0.965694 4.911844 -0.101 -0.006 -0.169
H 1.902565 3.700657 -2.458818 -0.152 0.126 0.058
H 1.181924 2.562097 -4.378825 0.281 0.016 0.182
```
Forces are in eV/Å.

These are the natural (NBO) partial charges, in e, on atoms 1 to 2:
1 H 0.259
2 C -0.414

2.
Density functional theory data (ωB97M-V/def2-TZVPD) for a structure of composition C16H32B2Cl2NO8Pd at a distorted geometry.

Properties
* E_LUMO: -8.9 eV
* charge: +1
* gap between HOMO and LUMO: 2.19 eV

The geometry in XYZ format:
```
62
Properties=species:S:1:pos:R:3:forces:R:3
C 0.431044 0.698600 2.951638 -1.215 0.302 0.743
C 7.199845 2.401494 1.672365 -0.086 1.235 1.140
C -3.800215 -2.362584 -5.133755 0.088 0.415 0.892
Pd -1.785361 5.198946 3.892099 0.087 0.711 -0.186
H 0.618665 -3.562828 2.441179 1.550 1.132 -1.184
H -0.013296 -2.967093 -3.386531 -1.659 -0.505 1.329
H 1.716952 1.272713 0.265146 -0.669 -2.225 0.827
H -7.034482 0.263801 -3.947936 -0.437 -1.858 -1.918
C 1.507327 -0.175169 2.076939 2.463 2.112 -1.100
C 6.151506 1.411365 2.485270 2.107 -0.321 -0.512
H -6.026481 -2.025261 -6.170332 0.283 2.246 1.263
C -0.959500 3.071793 3.182468 -1.304 -0.530 0.066
H -7.970269 -0.227829 -5.602453 1.431 -0.528 1.723
H -1.220582 -1.089493 -1.918630 0.588 -2.202 1.222
O -3.582875 3.611185 3.645313 3.084 -1.443 -0.885
H 5.522845 -0.795756 1.962882 -0.535 2.337 -0.911
O 0.573389 -1.819602 -0.937113 -2.450 1.756 0.190
H -3.189791 3.350262 4.532819 -0.800 0.316 -1.229
H 0.915194 -2.010888 4.723625 1.242 -0.131 -0.345
C -0.133351 2.050232 2.202075 1.114 -0.285 -1.371
H -2.407595 -1.160071 -3.787344 0.013 -2.140 -0.705
H -0.507587 -0.059071 -0.134048 2.265 -0.741 -0.763
C -7.230995 -0.577652 -4.763810 0.798 -1.162 -0.020
H 8.170061 1.864952 1.294760 -2.214 0.847 0.558
H 2.510003 -1.365435 4.512575 -1.207 -0.598 -0.035
H -1.505614 -2.213593 -5.081691 -1.543 -0.307 1.822
Cl 6.289443 0.279497 -0.124228 -1.654 -0.295 2.010
O 3.102347 -0.260105 0.264714 -0.294 2.070 0.783
C -2.374231 -2.231829 -4.270036 -0.487 0.834 -1.598
N 1.782280 -2.014693 4.141666 -0.721 1.856 -1.985
H 0.910264 0.977502 3.990595 -0.793 -0.754 -2.156
H -0.439591 4.129188 3.093573 -0.312 -1.252 -0.008
H -0.754979 1.668213 1.263739 0.938 1.237 2.209
C 1.690493 0.097015 0.471332 -0.944 1.191 -0.630
C -0.822344 -2.095679 -1.414944 -0.932 0.020 -1.351
C 5.390634 0.311369 1.538264 3.298 -0.194 0.464
O -4.731638 -1.346699 -4.561837 -0.397 -0.977 -1.674
H -7.675871 -1.557813 -4.255176 0.856 2.313 -0.930
H -3.652707 -2.072818 -6.267411 0.024 -0.852 2.231
H 6.650509 3.041144 0.836291 1.208 -1.669 1.667
H -1.532509 -2.440137 -0.532583 1.573 0.858 -1.691
H -4.280505 -3.430837 -4.995439 1.104 2.023 -0.439
H 0.670544 0.202613 -1.620632 -0.088 -0.964 2.335
H -0.941446 2.782539 4.317956 0.004 0.173 -2.205
H 7.566848 3.199023 2.481398 -0.847 -1.804 -1.705
H 3.686662 1.712246 1.097309 0.219 1.740 0.041
Cl 5.033770 2.516081 3.467052 0.648 -1.213 -0.963
O -2.865015 3.201403 1.349037 2.239 0.879 8.492
B 3.779060 0.561191 1.330360 -3.454 -5.812 0.010
C -5.825263 -1.046277 -5.519296 -0.515 0.482 -0.249
H 0.777477 2.661220 1.732417 -1.939 -1.347 1.175
B 1.461692 -1.710821 2.662992 -0.189 -5.021 0.728
O 2.881695 0.253571 2.499701 -0.830 1.286 -1.249
H -0.508199 0.005834 3.155498 1.953 1.332 -0.347
O 1.138634 -2.928014 1.837279 -0.965 3.099 3.054
O -2.192919 -3.320552 -3.291427 1.745 1.882 -0.197
C 0.543449 -0.390021 -0.592499 0.524 0.088 -0.296
C -0.866892 -3.227868 -2.624286 0.635 -0.172 0.689
H 6.811967 0.791018 3.257901 -1.659 1.337 -1.477
C -2.523452 3.312677 2.647278 -1.790 -0.766 -5.432
H -0.654400 -4.278193 -2.143385 -0.502 2.039 -1.113
H -5.474644 -0.134005 -6.200687 -0.647 -2.082 1.197
```
Forces are in eV/Å.

These are the natural (NBO) partial charges, in e, on atoms 1 to 2:
1 C -0.407
2 C -0.656

3.
Density functional theory data (ωB97M-V/def2-TZVPD) for a structure of composition C16H32BNaO12 at a distorted geometry.

Properties
* E_LUMO: -0.4 eV
* gap between HOMO and LUMO: 9.17 eV

The geometry in XYZ format:
```
62
Properties=species:S:1:pos:R:3:forces:R:3
H -2.150200 -14.797740 0.789670 -0.352 -0.696 0.182
O 0.234220 -16.838100 -0.409010 2.291 -0.138 -0.011
O -2.095090 -13.368830 -4.847060 0.568 -0.028 -1.153
H 2.374040 -19.592850 -3.235480 0.066 -0.122 -0.174
H 4.024510 -19.629600 -3.939500 0.026 -0.012 0.132
H 5.595390 -17.827830 -1.020130 -0.037 0.249 -0.188
C 2.631320 -14.180460 0.923210 -0.788 1.606 -1.035
C 1.862800 -13.007210 0.180270 1.281 1.389 1.127
C 1.210700 -17.096810 -5.495380 -0.024 1.713 1.279
H 4.266890 -17.073810 -2.718500 -0.245 0.650 -0.364
H 2.578920 -13.042480 -1.664450 0.144 0.200 -0.032
H 2.202560 -11.232750 1.427760 0.195 0.427 -0.270
H 0.483630 -18.317760 -4.045700 0.093 0.041 -0.276
H 0.130110 -18.773140 -6.149630 0.124 -0.217 0.025
O -0.789450 -13.597520 -2.925810 -0.632 -1.084 0.181
H -1.938840 -17.812380 0.889160 -0.539 -0.033 0.165
C 3.813310 -18.691900 -1.977550 1.367 -1.082 -0.407
H 3.017170 -16.206760 -6.485170 -0.355 -0.346 -0.168
H -0.679110 -15.522940 1.536390 -0.416 -0.400 0.286
C -0.828530 -13.347380 -5.221130 0.832 -0.790 -3.450
H 5.963600 -18.620570 -2.602280 -0.218 0.132 -0.127
C -4.072320 -15.009010 -2.632180 -0.022 -1.576 -1.747
O 0.683820 -17.385190 -4.154520 0.621 1.751 0.414
C 2.548030 -11.547990 0.443200 -0.688 -3.111 -0.730
H 3.574430 -20.687780 -2.532830 0.000 -0.447 -0.570
H -1.163350 -16.093630 -1.465130 -0.705 0.779 0.147
H -1.647640 -18.500710 -0.682010 0.244 0.394 -0.358
H 2.870840 -14.017190 1.973960 -0.679 -0.215 0.116
C -4.236730 -13.471880 -2.407640 -2.056 1.617 1.795
B -2.189620 -13.788280 -3.462560 -1.445 0.960 1.211
H -0.632280 -14.307120 0.373530 0.399 -0.321 -0.826
H 3.251850 -18.775650 -1.047040 0.103 -0.596 0.135
H 0.412370 -17.160910 0.477360 0.287 -0.157 0.133
H 3.613330 -11.778420 0.431270 0.174 0.485 0.217
H 0.576500 -16.340440 -5.957760 -0.474 -0.164 0.122
H 0.794720 -12.898770 0.368820 0.171 -0.269 0.885
C -1.079330 -16.348840 -0.408760 -0.382 -1.306 -0.833
H 1.455560 -18.236050 -7.192750 -0.025 -0.396 -0.193
C -1.165850 -15.228580 0.606580 -0.347 1.003 0.033
O -0.355330 -13.320770 -6.373870 -1.575 0.290 3.448
H 3.267150 -17.241720 -5.038480 0.396 -0.128 -0.339
Na 1.540660 -15.712310 -2.369530 -0.259 -0.107 -0.022
H 2.305300 -10.909660 -0.406340 -0.190 0.280 0.419
C -0.008210 -13.594200 -3.961990 1.727 0.460 -0.309
O 1.199970 -13.761750 -3.965740 -0.556 -0.297 0.321
C -1.978120 -17.592640 -0.177740 -0.145 1.362 0.266
O 1.820840 -13.367220 -1.173070 0.173 -0.437 -1.143
O -3.115640 -12.860830 -2.754860 -0.237 -0.488 -0.037
O -4.883810 -15.919260 -2.472690 2.984 2.767 -0.239
C 3.435620 -19.726400 -3.027390 -0.159 -0.686 1.502
C 5.342160 -18.635490 -1.706920 -0.989 -1.063 0.971
C 1.148560 -18.384830 -6.157510 0.474 -0.728 -1.849
H 3.608620 -14.233450 0.443430 0.030 -0.137 -0.264
H 2.830850 -15.596850 -4.892290 -0.772 0.216 0.085
H 5.570110 -19.543760 -1.149090 0.352 -0.127 -0.101
H -2.963540 -17.312010 -0.549610 -0.322 -0.404 0.465
C 2.638330 -16.480660 -5.500510 0.093 -0.922 1.029
O -5.229910 -12.910000 -1.924930 2.531 -1.809 -1.352
O -2.790920 -15.107310 -3.292750 -1.947 -0.495 1.443
O 3.427910 -17.503870 -2.537520 -0.289 3.351 -0.603
H 2.032390 -15.046140 0.640410 0.304 -0.389 0.703
H 1.879520 -19.035430 -5.677370 -0.182 -0.400 -0.069
```
Forces are in eV/Å.

These are the natural (NBO) partial charges, in e, on atoms 1 to 2:
1 H 0.235
2 O -0.760

4.
Density functional theory data (ωB97M-V/def2-TZVPD) for a structure of composition C16H32INO7 at a distorted geometry.

Properties
* E_LUMO: -1.3 eV
* gap between HOMO and LUMO: 8.03 eV

The geometry in XYZ format:
```
57
Properties=species:S:1:pos:R:3:forces:R:3
C -3.008656 3.439138 0.416359 0.032 -0.264 0.453
H -2.347125 6.475641 2.003654 -0.051 -0.145 -0.184
C -0.369167 -0.454696 -0.333547 -1.028 -0.188 0.316
C -2.573592 5.877110 1.114781 0.090 0.224 0.509
N -3.906473 -0.635274 -1.256567 -4.137 1.086 0.387
C -1.782658 0.515063 3.237423 -0.014 -0.340 -0.399
H 4.128960 -5.319822 0.228956 0.058 0.173 0.180
H 1.331507 -1.266912 0.679913 0.023 -0.030 -0.210
O -2.549888 4.068477 2.673546 -0.098 0.454 -1.268
C 0.319099 0.421216 4.718839 0.434 -0.301 -0.043
C 4.217239 -3.234840 0.679308 -0.570 0.411 -1.454
H 0.547693 1.478246 4.561083 -0.189 -0.005 0.166
H -0.262236 0.289984 5.634900 -0.006 0.235 -0.057
O -6.351666 -0.415118 -1.954986 2.371 1.051 2.448
H 5.618189 -2.255731 1.966854 -0.113 -0.081 0.177
H 1.260296 -0.129771 4.818996 -0.206 0.097 -0.034
O -5.166125 1.450768 -0.805644 -0.312 -7.532 -3.438
H -1.647766 1.576309 3.013670 -0.169 0.048 0.240
H -4.101685 -1.634354 -1.489251 0.091 1.301 0.269
C 4.559448 -2.187037 1.704454 -0.127 0.390 -0.275
C -0.450969 -0.116909 3.542609 0.294 -1.063 -0.875
O 3.791132 -2.925595 -0.432293 0.547 -0.371 1.358
H 0.025342 -2.431921 0.368512 0.130 0.257 -0.032
H 3.034562 -0.449703 -2.810284 0.035 -0.114 -0.219
H 3.874910 -0.115691 -4.340819 0.059 -0.209 -0.064
H 3.937567 -2.319828 2.593298 0.191 -0.062 0.052
C 1.783084 -1.104306 -6.001331 -0.525 0.087 -0.067
I -7.370768 -1.151172 -0.323665 0.335 0.310 -1.001
O -1.572301 -0.557705 -0.099633 1.661 0.143 0.059
O 0.814815 -0.313080 -3.967161 1.234 -0.492 -0.765
H -2.224530 0.025844 2.362759 0.156 0.082 0.178
H 3.517060 -1.805604 -3.853821 0.127 0.121 -0.100
H 2.084367 -2.150009 -6.101692 0.176 0.128 -0.076
H -3.516287 6.228254 0.687545 0.156 -0.029 -0.178
H -3.408808 -0.539749 -0.331223 -0.581 0.203 -1.687
H -1.760547 5.998834 0.394673 -0.201 0.017 -0.123
H 0.941271 1.233552 -0.225370 0.114 -0.102 -0.087
H -3.970743 3.681601 -0.041957 0.183 -0.048 -0.152
H 4.365719 -1.193418 1.286346 0.032 -0.237 0.074
C 0.208552 0.807722 -0.915475 -0.448 0.249 0.056
O -0.008910 -1.037582 2.857188 -0.361 1.051 0.872
H 1.064645 -1.907759 -0.975119 0.174 0.158 0.074
H 0.674409 0.592706 -1.880402 0.083 -0.023 0.146
H 5.469019 -4.855363 1.300666 -0.111 -0.003 0.202
H -0.594024 1.537065 -1.068454 0.133 -0.171 0.035
C 0.582089 -1.586047 -0.048806 -0.402 -0.315 -0.016
H 2.442217 -0.460096 -6.588689 0.106 -0.205 0.018
H -3.068487 2.433360 0.845665 -0.034 0.244 -0.160
H 0.760497 -0.996395 -6.378350 0.227 -0.016 0.111
C -2.697350 4.429057 1.506886 0.165 -0.607 1.236
H -2.215003 3.452181 -0.334829 -0.179 0.102 -0.122
C -5.156090 0.217214 -1.318479 1.728 3.609 2.643
C 1.826210 -0.696111 -4.553016 -1.206 0.473 0.736
H 3.788397 -4.919461 1.927110 0.213 0.013 0.076
C 4.416654 -4.675753 1.066739 -0.162 -0.199 -0.435
C 3.154603 -0.774576 -3.849357 -0.198 0.172 0.429
H -2.457695 0.388048 4.087486 0.071 0.260 0.021
```
Forces are in eV/Å.

These are the natural (NBO) partial charges, in e, on atoms 1 to 2:
1 C -0.719
2 H 0.233

Question: What is the gap between HOMO and LUMO in the first record?
Answer: 10.41 eV

Question: What is the E_LUMO in the fourth record?
Answer: -1.3 eV